Computed, not measured: C31H31N4O6RuS as an isolated structure, with the ωB97M-V functional and the def2-TZVPD basis.

Atoms and positions in Å:
Ru (0.65, 2.18, -0.24)
C (-1.77, -1.01, -5.88)
C (-1.94, -0.21, -4.62)
C (-2.77, -0.66, -3.59)
C (-2.92, 0.07, -2.42)
C (-2.23, 1.26, -2.27)
C (-1.42, 1.75, -3.29)
C (-1.29, 1.01, -4.45)
S (-2.36, 2.14, -0.74)
O (-3.66, 1.84, -0.22)
O (-1.94, 3.50, -1.01)
N (-1.21, 1.54, 0.21)
C (-1.27, 0.18, 0.75)
C (1.20, 0.62, 1.30)
O (1.77, 0.63, 3.57)
O (2.38, 0.50, 0.98)
H (-2.47, -1.84, -5.92)
H (-0.76, -1.41, -5.95)
H (-1.94, -0.39, -6.76)
H (-3.31, -1.60, -3.71)
H (-3.58, -0.27, -1.64)
H (-0.92, 2.70, -3.18)
H (-0.66, 1.38, -5.25)
H (-1.97, -0.47, 0.23)
H (-1.56, 0.23, 1.79)
C (1.94, -4.02, 1.39)
C (1.09, -3.43, 2.49)
C (1.01, -4.05, 3.73)
C (0.23, -3.52, 4.76)
C (-0.47, -2.35, 4.53)
C (-0.41, -1.72, 3.30)
C (0.36, -2.25, 2.26)
N (0.46, -1.69, 0.98)
C (0.16, -0.34, 0.59)
N (0.83, 1.10, 2.63)
C (0.68, 2.52, 2.70)
C (0.62, 3.20, 1.49)
C (0.33, 4.56, 1.45)
C (0.16, 5.25, 2.64)
C (0.24, 4.56, 3.84)
C (0.48, 3.19, 3.91)
C (0.47, 2.50, 5.26)
N (0.54, -0.07, -0.82)
C (0.51, -1.00, -1.79)
C (-0.28, -2.19, -1.70)
C (-0.28, -3.10, -2.72)
C (0.52, -2.88, -3.85)
C (1.29, -1.73, -3.95)
C (1.30, -0.77, -2.96)
C (2.16, 0.45, -3.08)
H (2.43, -4.93, 1.74)
H (2.72, -3.33, 1.06)
H (1.34, -4.28, 0.51)
H (1.57, -4.96, 3.89)
H (0.19, -4.02, 5.72)
H (-1.07, -1.92, 5.32)
H (-0.96, -0.80, 3.17)
H (1.29, -2.01, 0.50)
H (1.36, -0.19, 3.89)
H (0.23, 5.08, 0.50)
H (-0.05, 6.31, 2.63)
H (0.09, 5.09, 4.77)
H (0.13, 3.21, 6.02)
H (1.45, 2.13, 5.54)
H (-0.21, 1.65, 5.27)
H (-0.90, -2.34, -0.84)
H (-0.90, -3.99, -2.66)
H (0.53, -3.61, -4.65)
H (1.91, -1.58, -4.83)
H (2.82, 0.36, -3.94)
H (2.77, 0.60, -2.18)
H (1.56, 1.34, -3.21)
O (1.44, 3.24, -2.01)
O (2.27, 3.08, -1.02)

Output
**Spin multiplicity**: 6
**Energy above the lowest of the compared OMol25 structures with the same formula, charge and spin**: 49.8 kcal per mole

Table of Löwdin atomic charges, one value per atom, all in e: 1.43 -0.04 -0.27 -0.04 -0.06 -0.28 -0.06 -0.03 0.57 -0.28 -0.32 -0.31 -0.14 -0.47 0.02 0.11 0.08 0.06 0.08 0.12 0.11 0.10 0.12 0.12 0.10 -0.04 -0.21 -0.05 -0.09 -0.09 -0.04 -0.19 0.11 -0.40 -0.04 -0.18 -0.17 -0.09 -0.08 -0.04 -0.19 -0.04 0.12 -0.21 -0.01 -0.07 -0.06 -0.05 -0.18 -0.03 0.08 0.09 0.08 0.11 0.10 0.11 0.09 0.11 0.09 0.10 0.10 0.11 0.07 0.08 0.08 0.11 0.11 0.11 0.12 0.09 0.08 0.05 -0.23 -0.26



Computed, not measured: one molecule with the formula C5H2O, with the ωB97M-V functional and the def2-TZVPD basis.

Atoms and positions in Å:
C (1.94, 1.81, 0.05)
C (1.03, 0.93, -0.08)
C (-0.19, 0.05, -0.08)
C (0.94, -0.75, 0.01)
C (-1.51, -0.11, 0.01)
O (1.84, -1.48, -0.03)
H (-1.89, -1.15, 0.37)
H (-2.16, 0.70, -0.25)

Output
**Spin multiplicity**: 1
**Energy above the lowest of the compared OMol25 structures with the same formula, charge and spin**: 64.0 kcal per mole

Table of Löwdin atomic charges, one value per atom, all in e: 0.14 -0.23 -0.23 -0.22 0.12 0.22 0.13 0.07



Computed, not measured: C21H44BrFN4O2Si2 as an isolated structure, with the ωB97M-V functional and the def2-TZVPD basis.

Atoms and positions in Å:
C (-2.56, -2.33, 0.09)
C (-1.58, -1.06, 0.42)
C (-2.55, 0.29, 0.37)
C (-0.39, -0.80, -0.68)
C (1.00, -1.63, -0.42)
C (0.76, -3.27, -0.20)
C (1.97, -1.02, 0.76)
O (1.31, -0.81, 2.06)
Si (1.49, 0.92, 2.44)
F (0.43, 1.86, 1.34)
Br (0.54, 1.15, 4.56)
O (3.16, 1.48, 2.45)
Si (3.28, 3.23, 2.31)
C (1.86, 4.22, 3.16)
C (3.49, 3.88, 0.50)
N (2.19, 4.05, -0.27)
H (-3.44, -2.29, 0.89)
H (-3.10, -2.27, -0.97)
H (-2.06, -3.39, 0.24)
H (-1.22, -1.17, 1.53)
H (-2.17, 1.14, 1.09)
H (-2.66, 0.68, -0.75)
H (-3.61, -0.10, 0.73)
H (-0.82, -0.99, -1.77)
H (-0.12, 0.36, -0.67)
H (1.63, -1.56, -1.43)
H (1.72, -3.78, -0.71)
H (-0.16, -3.68, -0.81)
H (0.77, -3.58, 0.93)
H (2.39, -0.01, 0.37)
H (2.88, -1.76, 0.96)
H (4.53, 3.61, 3.02)
H (1.86, 4.09, 4.33)
H (0.79, 4.02, 2.74)
H (2.08, 5.37, 2.94)
H (4.24, 3.26, -0.16)
H (3.97, 4.98, 0.58)
H (2.40, 4.84, -0.95)
H (1.47, 4.48, 0.38)
C (4.24, -4.63, -3.38)
C (3.97, -3.84, -4.65)
C (3.14, -2.58, -4.41)
C (1.78, -2.88, -3.94)
N (0.71, -3.13, -3.56)
H (3.31, -5.00, -2.93)
H (4.87, -5.49, -3.60)
H (4.75, -4.01, -2.64)
H (3.47, -4.49, -5.38)
H (4.93, -3.54, -5.09)
H (3.07, -2.02, -5.36)
H (3.64, -1.92, -3.69)
C (-5.06, -6.68, 2.41)
C (-5.40, -5.40, 1.66)
C (-5.01, -5.45, 0.19)
C (-3.55, -5.54, 0.00)
N (-2.40, -5.63, -0.14)
H (-3.98, -6.86, 2.43)
H (-5.40, -6.61, 3.45)
H (-5.55, -7.55, 1.95)
H (-4.92, -4.55, 2.16)
H (-6.48, -5.24, 1.73)
H (-5.37, -4.53, -0.30)
H (-5.50, -6.29, -0.31)
C (-0.93, 8.34, -1.04)
C (-1.50, 7.41, 0.02)
C (-0.68, 7.38, 1.31)
C (0.67, 6.83, 1.10)
N (1.73, 6.41, 0.93)
H (0.06, 8.02, -1.36)
H (-1.58, 8.35, -1.92)
H (-0.86, 9.37, -0.66)
H (-1.59, 6.40, -0.39)
H (-2.52, 7.74, 0.27)
H (-1.20, 6.77, 2.05)
H (-0.61, 8.39, 1.73)

Output
**Spin multiplicity**: 1
**Energy**: -121062.58320 eV

Table of Löwdin atomic charges, one value per atom, all in e: -0.14 -0.36 -0.12 -0.16 -0.30 -0.10 -0.23 -0.28 0.19 -0.24 0.36 -0.36 0.53 -0.28 -0.38 -0.12 0.08 0.10 0.03 0.13 0.07 0.09 0.07 0.13 0.11 0.12 0.07 0.06 0.09 0.11 0.15 0.00 0.04 0.04 0.04 0.09 0.08 0.07 0.01 -0.11 -0.27 -0.19 -0.22 0.17 0.07 0.07 0.08 0.11 0.11 0.12 0.12 -0.11 -0.27 -0.19 -0.22 0.16 0.07 0.07 0.08 0.11 0.11 0.12 0.12 -0.11 -0.27 -0.18 -0.17 0.16 0.07 0.07 0.08 0.12 0.11 0.12 0.12



Computed, not measured: one molecule with the formula C4H8O2, with the ωB97M-V functional and the def2-TZVPD basis.

Atoms and positions in Å:
O (-1.21, -1.28, -1.38)
C (-1.00, 0.03, -0.89)
C (-0.26, -0.09, 0.42)
C (1.20, -0.54, 0.33)
O (1.79, 0.53, 1.10)
C (0.23, 1.21, 1.06)
H (-1.68, -1.22, -2.22)
H (-1.96, 0.56, -0.74)
H (-0.39, 0.63, -1.58)
H (-0.84, -0.75, 1.09)
H (1.44, -1.45, 0.86)
H (1.58, -0.59, -0.69)
H (-0.12, 1.37, 2.09)
H (1.20, 1.62, 0.54)

Output
**Spin multiplicity**: 1
**SMILES**: OCC1COC1
**Energy above the lowest of the compared OMol25 structures with the same formula, charge and spin**: 114.4 kcal per mole

Table of Löwdin atomic charges, one value per atom, all in e: -0.06 -0.25 -0.30 -0.19 -0.18 0.03 0.09 0.12 0.12 0.15 0.12 0.12 0.10 0.13



Computed, not measured: C16H38Br2FO8PS3Si2 as an isolated structure, with the ωB97M-V functional and the def2-TZVPD basis.

Atoms and positions in Å:
C (-0.62, 0.49, 2.53)
C (-2.11, 0.66, 2.16)
Br (-2.27, 1.85, 0.62)
C (-2.81, -0.67, 1.96)
Br (-4.67, -0.64, 2.48)
Si (-2.46, -1.50, 0.29)
S (-2.89, -3.56, 0.73)
O (-0.83, -1.29, 0.10)
Si (0.04, -1.28, -1.32)
S (2.07, -0.88, -0.68)
C (0.15, -2.89, -2.29)
C (0.14, -4.10, -1.34)
C (1.49, -4.59, -0.93)
O (0.50, -3.85, -0.04)
C (-0.36, 0.21, -2.44)
C (-0.85, -0.11, -3.85)
F (0.80, 1.00, -2.56)
P (-3.81, -1.01, -1.45)
O (-3.63, 0.45, -2.06)
O (-3.35, -1.96, -2.67)
S (-5.66, -1.33, -1.04)
H (0.01, 0.98, 1.80)
H (-0.45, 0.98, 3.49)
H (-0.35, -0.55, 2.56)
H (-2.61, 1.18, 2.97)
H (-2.33, -1.36, 2.66)
H (-2.96, -4.10, -0.49)
H (2.00, -1.37, 0.56)
H (-0.63, -3.05, -3.03)
H (1.14, -2.94, -2.73)
H (-0.60, -4.87, -1.51)
H (1.55, -5.51, -0.36)
H (2.31, -3.90, -0.86)
H (-1.08, 0.86, -1.94)
H (-1.83, 0.33, -4.01)
H (-0.93, -1.16, -4.08)
H (-0.19, 0.37, -4.57)
H (-4.30, 1.00, -1.63)
H (-3.04, -2.80, -2.30)
C (-0.15, 3.74, -2.94)
O (-0.94, 4.89, -3.19)
C (-0.35, 6.09, -2.71)
C (0.31, 6.87, -3.82)
O (1.43, 6.18, -4.36)
C (1.14, 5.52, -5.58)
H (-0.55, 2.93, -3.55)
H (0.89, 3.90, -3.21)
H (-0.22, 3.45, -1.89)
H (0.36, 5.87, -1.91)
H (-1.16, 6.70, -2.29)
H (0.69, 7.81, -3.41)
H (-0.41, 7.11, -4.60)
H (1.09, 6.24, -6.40)
H (0.20, 4.96, -5.53)
H (1.95, 4.82, -5.77)
C (3.41, -3.25, 6.87)
O (3.59, -3.32, 5.47)
C (2.38, -3.52, 4.75)
C (1.86, -2.23, 4.16)
O (1.48, -1.31, 5.17)
C (2.45, -0.31, 5.41)
H (4.33, -2.86, 7.31)
H (2.58, -2.60, 7.15)
H (3.23, -4.25, 7.28)
H (1.62, -3.97, 5.40)
H (2.60, -4.21, 3.94)
H (0.97, -2.45, 3.57)
H (2.61, -1.78, 3.50)
H (2.43, 0.44, 4.61)
H (3.45, -0.73, 5.48)
H (2.20, 0.18, 6.35)

Output
**Spin multiplicity**: 1
**Energy**: -233942.85200 eV

Table of Löwdin atomic charges, one value per atom, all in e: -0.12 -0.79 0.78 -0.87 0.69 0.04 0.56 -0.35 0.28 0.57 -0.18 -0.42 0.00 -0.15 -0.42 -0.07 -0.12 0.04 -0.27 -0.23 0.28 0.06 0.08 0.06 0.06 0.06 -0.19 -0.20 0.07 0.08 0.13 0.11 0.09 0.05 0.07 0.05 0.09 0.05 0.03 -0.11 -0.19 -0.21 -0.21 -0.19 -0.11 0.08 0.09 0.08 0.13 0.12 0.12 0.13 0.09 0.08 0.09 -0.11 -0.19 -0.20 -0.21 -0.20 -0.11 0.09 0.08 0.09 0.13 0.13 0.12 0.12 0.09 0.09 0.09



Computed, not measured: a 2-piece molecular cluster, C5H11O2 overall, with the ωB97M-V functional and the def2-TZVPD basis.

Atoms and positions in Å:
C (1.80, -0.75, 1.02)
C (0.60, -1.73, 1.05)
O (-0.25, -1.47, 0.16)
O (0.63, -2.73, 1.80)
H (2.67, -0.87, 0.34)
H (2.37, -0.68, 1.95)
H (1.34, 0.22, 0.84)
C (-0.67, 2.03, -0.65)
C (-1.56, 0.83, -0.89)
C (-0.45, 2.86, -1.95)
H (-0.81, 2.58, 0.28)
H (0.33, 1.56, -0.44)
H (-2.59, 1.13, -1.20)
H (0.35, 3.60, -1.95)
H (-0.29, 2.19, -2.80)
H (-1.65, 0.15, -0.05)
H (-1.25, 0.25, -1.78)
H (-1.35, 3.35, -2.26)

Output
**Spin multiplicity**: 2
**Charge**: -2
**Energy above the lowest of the compared OMol25 structures with the same formula, charge and spin**: 17.2 kcal per mole

Table of Löwdin atomic charges, one value per atom, all in e: -0.08 -0.78 -0.12 -0.13 0.05 0.03 0.04 -0.37 -0.20 -0.58 0.06 0.07 0.05 -0.07 -0.01 0.03 0.06 -0.06



Computed, not measured: one molecule with the formula C4H7BrOS, with the ωB97M-V functional and the def2-TZVPD basis.

Atoms and positions in Å:
C (0.53, 0.72, 0.05)
C (-0.26, -0.27, -0.85)
C (0.20, 0.27, 1.48)
C (-1.29, -0.67, 0.17)
O (-0.93, -0.62, 1.46)
S (-2.09, -2.28, -0.05)
Br (-2.81, 0.82, 0.00)
H (1.57, 0.80, -0.28)
H (0.00, 1.59, -0.05)
H (-0.68, 0.15, -1.86)
H (0.44, -1.13, -1.13)
H (1.13, -0.09, 1.99)
H (-0.13, 1.05, 2.15)
H (-2.32, -2.17, -1.36)

Output
**Spin multiplicity**: 3
**Energy above the lowest of the compared OMol25 structures with the same formula, charge and spin**: 14.4 kcal per mole

Table of Löwdin atomic charges, one value per atom, all in e: -0.16 -0.26 -0.17 -1.22 -0.19 0.87 0.58 0.12 0.05 0.13 0.12 0.13 0.12 -0.11



Computed, not measured: one molecule with the formula C2H3BrN2, with the ωB97M-V functional and the def2-TZVPD basis.

Atoms and positions in Å:
C (0.20, -0.21, 0.05)
C (0.04, 0.94, 0.75)
N (-0.32, -0.78, -1.13)
N (-0.14, -1.94, -1.44)
Br (0.92, 1.39, 2.35)
H (0.88, -1.08, 0.48)
H (-0.91, -0.14, -1.60)
H (-0.67, 1.82, 0.53)

Output
**Spin multiplicity**: 1
**Energy above the lowest of the compared OMol25 structures with the same formula, charge and spin**: 38.1 kcal per mole

Table of Löwdin atomic charges, one value per atom, all in e: -0.23 -0.62 -0.23 0.08 0.67 0.14 0.11 0.07



Computed, not measured: one molecule with the formula C5H9NO, with the ωB97M-V functional and the def2-TZVPD basis.

Atoms and positions in Å:
C (-1.50, -0.19, 1.24)
C (-1.22, 0.04, -0.23)
N (-0.86, 1.34, -0.79)
C (0.07, 0.21, -0.93)
C (1.42, 0.40, -0.28)
C (2.06, -0.87, 0.20)
O (1.52, -1.95, 0.19)
H (-0.65, -0.61, 1.80)
H (-1.87, 0.69, 1.77)
H (-2.28, -0.94, 1.25)
H (-1.94, -0.52, -0.83)
H (-1.39, 1.50, -1.64)
H (0.11, -0.32, -1.88)
H (1.35, 1.11, 0.55)
H (2.10, 0.88, -1.00)
H (3.09, -0.76, 0.59)

Output
**Spin multiplicity**: 1
**SMILES**: C[C@H]1N[C@H]1CC=O
**Energy above the lowest of the compared OMol25 structures with the same formula, charge and spin**: 49.9 kcal per mole

Table of Löwdin atomic charges, one value per atom, all in e: -0.05 -0.33 0.05 -0.30 -0.12 -0.26 0.05 0.07 0.08 0.07 0.13 0.09 0.14 0.13 0.12 0.12



Computed, not measured: one molecule with the formula C28H31N3O4, with the ωB97M-V functional and the def2-TZVPD basis.

Atoms and positions in Å:
C (3.86, -0.75, -0.06)
C (2.95, -1.90, 0.36)
O (1.66, -1.35, 0.54)
C (0.56, -2.14, 0.68)
C (-0.65, -1.48, 0.49)
C (-1.87, -2.13, 0.61)
C (-1.88, -3.49, 0.92)
C (-0.69, -4.16, 1.13)
C (0.54, -3.51, 1.02)
O (1.74, -4.14, 1.24)
C (1.76, -5.51, 1.56)
C (1.17, -5.85, 2.91)
C (0.66, -7.12, 3.15)
C (0.14, -7.44, 4.39)
C (0.11, -6.49, 5.40)
C (0.62, -5.22, 5.16)
C (1.15, -4.90, 3.92)
H (1.54, -3.91, 3.74)
H (0.60, -4.47, 5.94)
H (-0.30, -6.73, 6.36)
H (-0.25, -8.43, 4.57)
H (0.67, -7.86, 2.36)
H (1.26, -6.10, 0.77)
H (2.82, -5.77, 1.55)
H (-0.72, -5.20, 1.39)
H (-2.81, -4.02, 1.02)
C (-3.11, -1.43, 0.40)
N (-3.13, -0.19, 0.10)
N (-4.29, 0.44, -0.09)
C (-4.43, 1.78, -0.35)
O (-5.54, 2.26, -0.39)
C (-3.18, 2.56, -0.55)
C (-3.18, 3.88, -0.10)
C (-2.07, 4.68, -0.27)
C (-0.93, 4.18, -0.89)
C (-0.95, 2.87, -1.36)
C (-2.06, 2.06, -1.19)
H (-2.05, 1.05, -1.57)
H (-0.07, 2.49, -1.87)
C (0.30, 5.02, -1.09)
N (0.75, 4.96, -2.47)
C (-0.19, 5.59, -3.37)
C (0.29, 5.40, -4.81)
H (-0.36, 5.91, -5.51)
O (1.58, 5.95, -4.99)
C (2.49, 5.37, -4.10)
C (2.06, 5.56, -2.64)
H (2.77, 5.07, -1.98)
H (2.05, 6.64, -2.41)
H (3.45, 5.86, -4.28)
H (2.58, 4.29, -4.30)
H (0.31, 4.33, -5.04)
H (-1.17, 5.12, -3.25)
H (-0.29, 6.67, -3.16)
H (0.10, 6.06, -0.76)
H (1.10, 4.62, -0.46)
H (-2.08, 5.70, 0.09)
H (-4.07, 4.27, 0.38)
H (-5.17, -0.07, 0.04)
H (-4.04, -2.00, 0.52)
H (-0.62, -0.43, 0.25)
H (3.32, -2.34, 1.30)
H (2.94, -2.68, -0.41)
H (4.88, -1.12, -0.21)
H (3.50, -0.32, -0.99)
H (3.87, 0.02, 0.70)

Output
**Spin multiplicity**: 1
**SMILES**: CCOc1cc(/C=N/NC(=O)c2ccc(CN3CCOCC3)cc2)ccc1OCc1ccccc1
**Energy above the lowest of the compared OMol25 structures with the same formula, charge and spin**: 69.1 kcal per mole

Table of Löwdin atomic charges, one value per atom, all in e: -0.06 -0.25 -0.03 -0.18 0.06 -0.22 -0.04 0.00 -0.18 -0.07 -0.14 -0.22 -0.05 -0.08 -0.09 -0.07 -0.03 0.12 0.10 0.10 0.10 0.11 0.13 0.14 0.11 0.11 -0.09 0.04 0.05 -0.42 0.07 -0.14 -0.01 -0.03 -0.22 -0.02 -0.02 0.10 0.12 -0.16 -0.18 -0.16 -0.19 0.13 -0.13 -0.20 -0.17 0.12 0.13 0.12 0.13 0.13 0.13 0.13 0.13 0.13 0.11 0.12 0.16 0.13 0.12 0.12 0.13 0.07 0.08 0.08



Computed, not measured: one molecule with the formula C3H5BrO, with the ωB97M-V functional and the def2-TZVPD basis.

Atoms and positions in Å:
C (1.75, 0.34, 0.28)
C (-1.54, -0.50, -0.77)
C (0.42, 0.34, 0.33)
O (-0.23, -0.02, -0.80)
Br (-2.66, 0.76, -1.66)
H (2.41, 0.72, 1.02)
H (2.19, -0.09, -0.59)
H (-1.93, -0.52, 0.17)
H (-1.62, -1.40, -1.19)
H (-0.25, 0.70, 1.14)

Output
**Spin multiplicity**: 1
**SMILES**: C=COCBr
**Energy above the lowest of the compared OMol25 structures with the same formula, charge and spin**: 22.0 kcal per mole

Table of Löwdin atomic charges, one value per atom, all in e: 0.04 -0.61 -0.23 -0.18 0.69 0.04 0.06 0.03 0.03 0.13



Computed, not measured: one molecule with the formula C2H6O, with the ωB97M-V functional and the def2-TZVPD basis.

Atoms and positions in Å:
C (0.03, 0.88, 0.51)
C (0.22, -0.38, -0.30)
O (-0.91, -1.21, -0.10)
H (-0.04, 0.65, 1.57)
H (0.89, 1.54, 0.35)
H (-0.88, 1.39, 0.20)
H (1.14, -0.91, 0.00)
H (0.32, -0.14, -1.38)
H (-0.77, -1.81, -0.84)

Output
**Spin multiplicity**: 1
**SMILES**: CCO
**Energy above the lowest of the compared OMol25 structures with the same formula, charge and spin**: 2.5 kcal per mole

Table of Löwdin atomic charges, one value per atom, all in e: -0.10 -0.37 -0.08 0.08 0.07 0.08 0.11 0.12 0.09